{
  "formula": "C10H18BrF3IN2O5P",
  "method": "ωB97M-V with the def2-TZVPD basis set",
  "lumo_energy_ev": -0.682,
  "homo_ev": -7.428,
  "energy_ev": -119461.43825,
  "species": ["N", "P", "O", "C", "N", "C", "C", "I", "O", "C", "C", "C", "O", "Br", "H", "H", "H", "H", "H", "H", "H", "H", "H", "H", "H", "H", "C", "C", "O", "C", "O", "C", "F", "F", "F", "H", "H", "H", "H", "H", "H"],
  "positions_angstrom": [[2.296, -0.374, -1.034], [1.146, -1.060, -2.100], [1.286, -0.241, -3.535], [-0.673, -0.792, -1.483], [-1.390, -2.069, -1.832], [-2.840, -1.975, -1.411], [-3.337, -0.523, -1.197], [-3.193, 0.045, 0.890], [-2.789, 0.424, -2.060], [-1.374, 0.318, -2.269], [-0.622, 1.664, -2.041], [-1.545, 2.827, -1.697], [-2.167, 2.894, -0.752], [-1.620, 4.335, -2.965], [2.301, -0.942, -0.178], [2.075, 0.575, -0.737], [1.904, 0.501, -3.437], [-0.614, -0.632, -0.408], [-0.896, -2.831, -1.361], [-1.285, -2.197, -2.841], [-2.921, -2.478, -0.446], [-3.435, -2.568, -2.110], [-4.406, -0.525, -1.403], [-1.240, 0.089, -3.336], [-0.109, 1.925, -2.969], [0.156, 1.579, -1.277], [1.503, 1.665, 3.836], [2.740, 0.780, 3.734], [2.469, -0.602, 3.640], [2.125, -1.165, 2.346], [2.952, -0.842, 1.390], [0.667, -0.866, 1.924], [-0.209, -0.911, 2.952], [0.225, -1.824, 1.039], [0.480, 0.332, 1.325], [0.744, 1.207, 4.473], [1.771, 2.641, 4.249], [1.058, 1.848, 2.861], [3.296, 0.891, 4.669], [3.410, 1.121, 2.940], [2.060, -2.246, 2.611]],
  "lowdin_charge": [-0.137, 0.886, -0.304, -0.375, 0.058, -0.125, -0.682, 0.995, -0.129, -0.305, -0.106, -0.815, 0.060, 0.679, -0.018, 0.041, 0.062, 0.057, 0.161, 0.165, 0.100, 0.135, 0.094, 0.146, 0.090, 0.117, -0.083, -0.273, -0.094, -0.503, -0.162, -0.533, 0.104, 0.052, 0.075, 0.076, 0.071, 0.051, 0.111, 0.111, 0.150]
}